Record 1
This record from the Open Molecules 2025 dataset describes C2H5N3O3 as an isolated structure in a non-equilibrium geometry. The level of theory is the ωB97M-V functional and the def2-TZVPD basis.

Last column: natural (NBO) charge in e.
CARTESIAN COORDINATES (ANGSTROEM)
C: -1.25 -0.65 0.11  0.7707
C: 1.23 -0.86 0.04  0.7693
H: -3.32 -0.08 -0.39  0.4211
H: -2.08 1.37 0.07  0.4105
H: 0.71 1.43 1.64  0.4956
H: 3.10 -0.17 -0.88  0.4032
H: 1.77 0.97 -0.92  0.4191
N: -2.37 0.29 -0.26  -0.9139
N: 0.04 -0.10 -0.08  -0.2538
N: 2.25 0.13 -0.39  -0.8730
O: -1.56 -1.79 0.07  -0.5304
O: 0.24 1.50 0.54  -0.5984
O: 1.24 -2.04 0.43  -0.5200

## Properties
LUMO energy (hartree): -0.0431
Kohn-Sham gap (eV): 8.734
Energy relative to the best compared isomer or geometry (same formula, charge and spin) (eV): 4.1544


Record 2
This record from the Open Molecules 2025 dataset describes a 10-piece molecular cluster, C37H66O21S3 overall in a non-equilibrium geometry. The level of theory is the ωB97M-V functional and the def2-TZVPD basis.

Last column: Mulliken charge in e.
CARTESIAN COORDINATES (ANGSTROEM)
C: -14.00 8.81 -4.33  -1.4829
C: -15.43 8.56 -3.87  0.6498
C: -15.58 8.74 -2.36  0.2722
O: -16.82 9.41 -2.25  -0.0247
C: -17.26 9.84 -3.43  0.3971
O: -18.17 10.57 -3.63  -0.5205
O: -16.44 9.40 -4.44  -0.4302
H: -14.01 8.41 -5.34  0.3659
H: -13.26 8.35 -3.68  0.2390
H: -13.74 9.87 -4.29  0.3850
H: -15.68 7.57 -4.25  0.2609
H: -14.75 9.33 -1.97  0.0382
H: -15.61 7.73 -1.95  -0.2132
C: -17.96 9.04 1.44  -1.2197
C: -19.08 10.03 1.24  0.6885
C: -19.53 10.13 -0.20  -0.3136
O: -20.93 10.41 -0.08  -0.4038
C: -21.32 9.77 1.07  0.5299
O: -22.44 9.48 1.32  -0.5467
O: -20.25 9.40 1.78  -0.4011
H: -17.79 8.90 2.51  0.3943
H: -17.06 9.40 0.92  0.0425
H: -18.12 8.04 1.05  0.4551
H: -18.82 11.04 1.57  0.2421
H: -19.44 9.17 -0.73  0.1990
H: -19.03 10.85 -0.85  0.2922
C: -10.60 5.68 7.44  -1.6551
C: -11.72 6.14 6.50  0.6254
C: -11.81 7.63 6.19  -0.4720
O: -11.64 7.71 4.79  -0.1940
C: -11.35 6.51 4.28  0.5777
O: -10.97 6.28 3.17  -0.5105
O: -11.41 5.53 5.23  -0.4144
H: -10.80 4.63 7.66  0.3889
H: -10.63 6.17 8.42  0.4075
H: -9.58 5.77 7.07  0.3744
H: -12.69 5.83 6.88  0.2343
H: -10.99 8.14 6.71  0.3387
H: -12.75 8.04 6.55  0.3177
C: -16.99 15.10 -0.31  -0.8070
C: -17.64 15.82 -1.45  0.4628
C: -17.15 17.27 -1.65  -0.3194
O: -16.66 17.31 -2.98  -0.3863
C: -16.82 16.11 -3.60  0.6373
O: -16.61 15.91 -4.75  -0.5242
O: -17.26 15.22 -2.69  -0.3602
H: -17.48 15.23 0.66  0.4629
H: -15.93 15.37 -0.25  -0.1030
H: -16.99 14.02 -0.47  0.0953
H: -18.73 15.87 -1.42  0.3906
H: -16.31 17.60 -1.03  0.1222
H: -18.03 17.92 -1.58  0.3054
O: -13.16 7.01 -1.12  -0.4193
S: -13.42 5.67 -1.63  1.0409
O: -14.16 5.60 -2.86  -0.7942
C: -11.96 4.65 -1.65  -0.6550
C: -11.74 4.42 -0.15  -0.7069
C: -13.05 4.38 0.66  0.6295
C: -14.21 4.74 -0.29  -0.9282
H: -11.09 5.11 -2.12  0.4303
H: -12.24 3.71 -2.12  0.3590
H: -11.11 3.55 0.01  0.4986
H: -11.09 5.16 0.32  -0.0338
H: -12.98 5.08 1.49  -0.6096
H: -13.12 3.39 1.11  0.4713
H: -15.04 5.23 0.21  0.3571
H: -14.58 3.82 -0.74  0.4007
O: -16.33 11.80 1.75  -0.4727
S: -14.95 12.19 1.56  0.7248
O: -14.50 13.54 1.34  -0.3458
C: -14.14 11.34 2.98  -0.6711
C: -13.91 9.87 2.57  -0.2587
C: -13.97 9.73 1.01  0.4830
C: -14.23 11.09 0.33  -1.0830
H: -14.92 11.38 3.73  0.3947
H: -13.20 11.82 3.24  0.4204
H: -13.04 9.42 3.05  0.1135
H: -14.69 9.19 2.92  -0.0903
H: -14.80 9.09 0.73  -0.0326
H: -13.03 9.39 0.58  -0.0094
H: -14.74 11.04 -0.62  0.5500
H: -13.23 11.54 0.24  0.1322
O: -14.60 6.61 3.07  -0.2954
S: -15.10 5.90 4.25  1.0776
O: -14.95 6.43 5.57  -0.7923
C: -16.75 5.24 4.00  -0.6522
C: -16.66 3.73 4.17  -0.7641
C: -15.32 3.30 3.55  -0.6562
C: -14.34 4.27 4.21  -0.5944
H: -16.99 5.41 2.95  0.2301
H: -17.49 5.70 4.65  0.5215
H: -16.59 3.38 5.21  0.3129
H: -17.53 3.21 3.77  0.3803
H: -15.38 3.20 2.47  0.1647
H: -15.03 2.32 3.95  0.3832
H: -13.36 4.45 3.78  0.2274
H: -14.13 4.00 5.25  0.4498
C: -13.95 17.09 1.10  -0.5125
C: -12.45 16.83 1.02  0.6438
C: -12.04 15.61 0.23  -0.7127
O: -11.65 17.60 1.50  -0.5927
H: -14.18 18.04 1.56  0.3361
H: -14.42 16.24 1.59  0.1782
H: -14.22 17.10 0.04  0.0503
H: -11.12 15.27 0.71  0.2988
H: -11.91 15.97 -0.79  0.3688
H: -12.86 14.90 0.14  -0.0039
C: -9.87 11.06 0.69  -0.6945
C: -9.72 9.72 1.39  0.9186
C: -9.78 8.47 0.55  -0.6707
O: -9.47 9.70 2.56  -0.5607
H: -9.47 11.81 1.37  0.3724
H: -10.93 11.35 0.63  -0.1819
H: -9.57 11.09 -0.36  0.3675
H: -9.13 8.57 -0.32  0.4932
H: -10.79 8.32 0.15  -0.0881
H: -9.54 7.62 1.19  0.1678
C: -14.87 14.31 4.66  -0.5409
C: -15.14 13.67 5.99  0.6602
C: -14.78 14.44 7.21  -1.2149
O: -15.89 12.72 6.11  -0.5395
H: -15.38 13.75 3.88  -0.1579
H: -13.78 14.34 4.59  0.3371
H: -15.35 15.28 4.48  0.5028
H: -13.77 14.82 7.31  0.3421
H: -14.92 13.74 8.05  0.3592
H: -15.46 15.25 7.47  0.2957

## Properties
LUMO energy (hartree): -0.0031
Kohn-Sham gap (eV): 9.361
Energy relative to the best compared isomer or geometry (same formula, charge and spin) (eV): 0.0000
SMILES: C[C@H]1COC(=O)O1.C[C@H]1COC(=O)O1.C[C@H]1COC(=O)O1.C[C@H]1COC(=O)O1.O=S1(=O)CCCC1.O=S1(=O)CCCC1.O=S1(=O)CCCC1.CC(C)=O.CC(C)=O.CC(C)=O


Record 3
This record from the Open Molecules 2025 dataset describes a 2-piece molecular cluster, CHCl2NO2 overall in a non-equilibrium geometry. The level of theory is the ωB97M-V functional and the def2-TZVPD basis.

Last column: natural (NBO) charge in e.
CARTESIAN COORDINATES (ANGSTROEM)
C: 0.95 -0.07 -0.06  -0.0717
N: -2.22 0.37 0.06  0.2039
O: -2.76 -0.60 -0.04  -0.1978
O: -0.39 -0.37 0.03  -0.2441
Cl: 1.35 1.00 1.27  -0.0048
Cl: 1.46 0.75 -1.47  0.0338
H: 1.61 -1.07 0.21  0.2807

## Properties
LUMO energy (spin up / spin down) (hartree): 0.0228 / -0.1234
Kohn-Sham gap (spin up / spin down) (eV): 8.479 / 7.802
<S²>: 2.0076
Energy relative to the best compared isomer or geometry (same formula, charge and spin) (eV): 0.6266
Multiplicity: 3


Record 4
This record from the Open Molecules 2025 dataset describes a 2-piece molecular cluster, C6H8OS overall in a non-equilibrium geometry. The level of theory is the ωB97M-V functional and the def2-TZVPD basis.

Last column: natural (NBO) charge in e.
CARTESIAN COORDINATES (ANGSTROEM)
C: -0.23 0.16 0.15  -0.2982
C: -0.39 -1.30 0.41  -0.0667
C: 1.80 -1.07 0.11  0.2052
C: 1.31 0.22 0.11  -0.3789
C: -1.08 1.05 0.87  -0.1729
C: -0.65 1.95 1.83  -0.4021
H: -2.16 -0.89 -1.64  0.0509
H: -1.31 -1.91 -0.01  0.2288
H: -0.42 -1.49 1.53  0.2070
H: 2.87 -1.35 0.12  0.2072
H: 1.74 1.16 -0.17  0.2320
H: -2.18 0.69 0.86  0.2106
H: -1.17 2.83 2.28  0.2213
H: 0.41 2.15 1.65  0.1869
O: 0.92 -1.98 0.05  -0.4645
S: -0.61 0.53 -1.62  0.0333

## Properties
LUMO energy (hartree): -0.0470
Kohn-Sham gap (eV): 7.042
Energy relative to the best compared isomer or geometry (same formula, charge and spin) (eV): 5.7761


Record 5
This record from the Open Molecules 2025 dataset describes a 2-piece molecular cluster, C4H9O2 overall in a non-equilibrium geometry. The level of theory is the ωB97M-V functional and the def2-TZVPD basis.

Last column: natural (NBO) charge in e.
CARTESIAN COORDINATES (ANGSTROEM)
C: -0.13 0.21 -2.05  -0.7456
C: 0.42 1.14 -0.92  0.7654
O: -0.37 1.32 0.04  -0.8006
O: 1.57 1.61 -1.09  -0.7956
H: 0.70 -0.27 -2.58  0.1912
H: -0.64 0.82 -2.79  0.1950
H: -0.79 -0.50 -1.57  0.1928
C: -1.22 -1.74 1.49  -0.6048
C: 0.09 -1.90 2.29  -0.6113
H: -1.03 -1.67 0.43  0.2210
H: -1.88 -2.58 1.66  0.1742
H: -1.76 -0.86 1.83  0.2194
H: 0.17 -2.83 2.84  0.1791
H: 0.25 -1.06 2.96  0.2084
H: 0.95 -1.88 1.63  0.2115

## Properties
LUMO energy (hartree): 0.1462
Kohn-Sham gap (eV): 7.799
Charge: -1
Energy relative to the best compared isomer or geometry (same formula, charge and spin) (eV): 0.2621


Record 6
This record from the Open Molecules 2025 dataset describes one molecule with the formula C3H5N3 in a non-equilibrium geometry. The level of theory is the ωB97M-V functional and the def2-TZVPD basis.

Last column: natural (NBO) charge in e.
CARTESIAN COORDINATES (ANGSTROEM)
C: 0.50 0.99 1.20  -0.4065
N: -0.04 0.15 0.16  -0.1810
C: 0.72 -0.56 -0.84  -0.2986
C: -0.34 -1.34 -1.32  -0.0881
N: -1.52 -1.10 -0.65  -0.2294
N: -1.33 -0.15 0.21  -0.0494
H: -0.17 1.81 1.49  0.2281
H: 0.67 0.34 2.06  0.2244
H: 1.44 1.35 0.81  0.2253
H: 0.47 0.59 -1.04  0.3537
H: -0.39 -2.10 -2.08  0.2213

## Properties
LUMO energy (hartree): 0.0290
Kohn-Sham gap (eV): 10.577
Energy relative to the best compared isomer or geometry (same formula, charge and spin) (eV): 4.7723
SMILES: Cn1ccnn1